Entry 1:
91
Properties=species:S:1:pos:R:3 method="wB97M-V/def2-TZVPD" homo_lumo_gap_ev=3.8 spin_multiplicity=1 total_charge=-1 lumo_energy_ev=1.66
Sc 0.394 0.638 -1.456
C -4.669 -2.996 2.876
C -3.381 -3.209 3.346
C -2.286 -2.993 2.523
C -2.452 -2.554 1.210
C -3.756 -2.377 0.747
C -4.858 -2.603 1.561
P -1.149 -2.057 -0.044
C -0.382 -0.699 0.999
C -1.029 0.473 1.173
C -0.339 1.573 1.901
C 0.599 1.126 3.075
C 2.899 0.800 2.001
C 2.031 0.003 1.002
C 0.148 -3.353 0.196
C -0.078 -4.454 0.990
C 0.972 -5.287 1.413
C 2.259 -4.984 1.080
C 2.536 -3.931 0.180
C 3.864 -3.654 -0.215
C 4.120 -2.742 -1.198
C 3.058 -2.121 -1.869
C 1.754 -2.308 -1.469
C 1.459 -3.171 -0.365
H -5.518 -3.146 3.532
H -3.226 -3.554 4.361
H -1.297 -3.177 2.912
H -3.896 -2.056 -0.278
H -5.862 -2.471 1.174
H -2.012 0.653 0.742
H -1.003 2.404 2.143
H 0.298 1.501 4.055
H 3.253 0.183 2.828
H 2.626 -0.662 0.376
H -1.079 -4.685 1.321
H 0.754 -6.139 2.045
H 3.088 -5.569 1.461
H 4.669 -4.202 0.262
H 5.135 -2.514 -1.494
H 3.257 -1.479 -2.712
C -0.163 -0.973 3.974
N 0.792 -0.295 3.130
C 1.831 1.807 2.430
C 0.991 2.034 1.148
N 1.443 1.073 0.192
C 0.936 -0.825 1.770
H -0.102 -0.542 4.976
H 0.113 -2.028 4.037
H -1.203 -0.890 3.627
H 2.213 2.676 2.959
H 0.954 3.044 0.749
H 1.256 -1.863 1.863
C -0.092 4.807 -0.822
S -1.048 3.297 -1.193
C -1.237 3.561 -2.916
C -0.440 3.043 -3.884
S 0.833 1.917 -3.733
S -0.775 3.676 -5.501
C -2.006 4.834 -5.075
S -2.686 5.889 -6.129
S -2.473 4.717 -3.406
H 0.019 4.867 0.258
H -0.648 5.667 -1.189
H 0.880 4.743 -1.303
S 4.313 1.238 -1.546
C 3.970 2.063 -0.090
N 3.741 3.371 -0.164
C 3.891 4.283 0.869
C 4.538 3.822 2.009
C 4.808 2.492 2.178
C 4.176 1.445 1.294
H 3.589 3.705 -1.104
H 3.655 5.315 0.666
H 4.890 4.551 2.731
H 5.445 2.149 2.984
H 4.864 0.607 1.146
O -1.649 0.599 -1.998
S -2.138 0.384 -3.414
C -2.941 -1.258 -3.414
C -4.417 -1.050 -3.117
C -4.807 0.233 -3.843
C -3.755 1.256 -3.445
H -2.407 -1.859 -2.676
H -2.777 -1.677 -4.408
H -4.565 -0.918 -2.043
H -5.017 -1.902 -3.440
H -5.807 0.573 -3.574
H -4.773 0.077 -4.925
H -3.886 1.618 -2.425
H -3.686 2.103 -4.125
S 0.459 -1.660 -2.471

---

Entry 2:
8
Properties=species:S:1:pos:R:3 method="wB97M-V/def2-TZVPD" homo_lumo_gap_ev=10.9 spin_multiplicity=1 total_charge=0 lumo_energy_ev=1.11
C -0.746 -0.375 0.546
C 0.657 0.418 -0.593
F -1.739 -0.746 -0.288
Cl 2.135 0.176 0.303
H -1.072 0.451 1.173
H -0.307 -1.228 1.044
H 0.650 -0.162 -1.503
H 0.422 1.466 -0.683

---

Entry 3:
68
Properties=species:S:1:pos:R:3 method="wB97M-V/def2-TZVPD" homo_lumo_gap_ev="4.0 / 4.4" spin_multiplicity=1 total_charge=+3 lumo_energy_ev="-11.66 / -11.17"
Bi -0.009 0.088 0.054
P -0.060 -1.556 2.453
P 2.172 1.450 1.360
P 2.264 -1.229 -1.097
H -4.454 -0.132 -6.244
C -4.041 -1.144 -6.309
C -4.385 -2.144 -5.487
H -4.957 -2.013 -4.566
C -1.443 -1.357 3.640
C 1.409 -1.432 3.549
C -0.124 -3.363 2.146
C 2.688 2.829 0.277
C 1.732 2.358 2.887
C 3.799 0.751 1.870
C 2.030 -2.446 -2.438
C 3.270 -2.205 0.088
C 3.457 -0.066 -1.869
H -3.346 -1.340 -7.136
H -4.110 -3.172 -5.766
H -2.380 -1.262 3.076
H -1.308 -0.450 4.241
H -1.503 -2.238 4.298
H 1.495 -0.423 3.975
H 2.317 -1.660 2.978
H 1.315 -2.152 4.373
H -0.966 -3.581 1.475
H -0.259 -3.895 3.102
H 0.797 -3.713 1.660
H 3.521 3.332 0.786
H 1.851 3.523 0.133
H 2.999 2.474 -0.711
H 2.658 2.834 3.242
H 1.320 1.696 3.657
H 0.963 3.108 2.679
H 4.350 1.580 2.335
H 4.367 0.366 1.019
H 3.673 -0.056 2.599
H 3.031 -2.702 -2.826
H 1.407 -2.021 -3.234
H 1.518 -3.342 -2.060
H 4.084 -2.678 -0.477
H 2.640 -2.980 0.549
H 3.699 -1.586 0.886
H 4.165 -0.657 -2.467
H 4.012 0.526 -1.130
H 2.911 0.613 -2.543
C -2.003 -0.935 -2.950
C -1.186 -0.420 -3.984
C -1.623 0.682 -4.708
C -2.865 1.293 -4.418
C -3.731 0.690 -3.494
C -3.324 -0.455 -2.823
S -1.401 -2.020 -1.795
H -1.564 0.593 -0.781
H -0.196 -0.880 -4.123
H -1.001 1.056 -5.514
H -3.195 2.203 -4.941
H -4.730 1.115 -3.322
H -3.967 -0.951 -2.100
C -1.713 3.804 4.854
C -2.450 3.200 3.648
C -1.699 2.307 2.796
N -1.197 1.567 2.046
H -1.169 3.058 5.432
H -2.427 4.285 5.535
H -1.000 4.576 4.552
H -3.328 2.655 4.029
H -2.795 4.044 3.035

---

Entry 4:
90
Properties=species:S:1:pos:R:3 method="wB97M-V/def2-TZVPD" homo_lumo_gap_ev="6.8 / 2.4" spin_multiplicity=5 total_charge=+1 lumo_energy_ev="-2.90 / -7.28" s2=6.0732
Pt 14.539 12.894 13.770
C 14.714 15.457 15.887
N 14.741 13.970 15.930
C 16.094 13.565 16.420
C 13.777 13.222 16.677
C 13.260 13.750 17.779
C 12.304 13.031 18.547
C 11.784 11.796 18.144
C 12.243 11.349 16.890
C 13.274 11.968 16.179
N 13.777 11.483 15.015
C 13.616 10.271 14.382
C 13.632 9.124 15.157
C 13.533 7.865 14.575
C 13.383 7.749 13.198
C 13.468 8.891 12.444
C 13.620 10.178 13.000
N 13.738 11.394 12.232
C 12.396 11.893 11.650
C 14.674 11.293 11.027
H 14.916 15.956 16.831
H 15.492 15.823 15.188
H 13.765 15.790 15.478
H 16.345 14.158 17.265
H 15.997 12.532 16.818
H 16.813 13.695 15.547
H 13.399 14.761 18.097
H 12.107 13.480 19.539
H 10.992 11.290 18.715
H 11.824 10.439 16.489
H 13.752 9.163 16.209
H 13.499 6.952 15.158
H 13.221 6.744 12.754
H 13.434 8.990 11.339
H 12.094 11.130 10.922
H 11.678 11.910 12.466
H 12.427 12.869 11.240
H 14.174 10.732 10.216
H 14.803 12.291 10.561
H 15.651 10.803 11.200
F 12.097 16.028 14.195
B 12.220 15.127 13.279
F 12.612 13.918 14.111
F 13.222 15.245 12.378
F 11.101 14.766 12.615
F 16.672 10.790 14.876
C 17.165 11.579 13.879
C 16.446 12.600 13.308
C 17.149 13.403 12.404
F 16.565 14.533 11.897
C 18.495 13.203 12.198
F 19.135 14.132 11.393
C 19.146 12.103 12.680
F 20.337 11.669 12.209
C 18.461 11.281 13.579
F 19.029 10.143 14.051
C 9.008 16.021 5.299
C 9.066 14.887 6.139
C 9.777 14.922 7.265
C 10.505 15.997 7.700
C 10.625 17.061 6.883
C 9.803 17.106 5.717
Sb 11.625 15.604 9.529
C 13.230 14.518 8.555
C 13.189 14.013 7.274
C 14.220 13.271 6.779
C 15.381 13.077 7.544
C 15.420 13.646 8.842
C 14.378 14.392 9.360
C 12.611 17.593 9.710
C 13.696 18.055 8.873
C 14.116 19.389 9.048
C 13.459 20.223 9.922
C 12.323 19.774 10.536
C 11.908 18.512 10.439
H 8.380 16.202 4.510
H 8.689 13.894 5.862
H 9.687 14.011 7.842
H 11.172 17.928 7.103
H 9.858 18.029 5.169
H 12.346 14.203 6.698
H 14.081 12.827 5.761
H 16.170 12.488 7.090
H 16.383 13.537 9.372
H 14.537 14.757 10.383
H 14.244 17.457 8.182
H 15.116 19.412 8.597
H 13.849 21.166 10.267
H 11.704 20.575 10.964
H 10.965 18.169 10.866

---

Repeat the third record exactly.
68
Properties=species:S:1:pos:R:3 method="wB97M-V/def2-TZVPD" homo_lumo_gap_ev="4.0 / 4.4" spin_multiplicity=1 total_charge=+3 lumo_energy_ev="-11.66 / -11.17"
Bi -0.009 0.088 0.054
P -0.060 -1.556 2.453
P 2.172 1.450 1.360
P 2.264 -1.229 -1.097
H -4.454 -0.132 -6.244
C -4.041 -1.144 -6.309
C -4.385 -2.144 -5.487
H -4.957 -2.013 -4.566
C -1.443 -1.357 3.640
C 1.409 -1.432 3.549
C -0.124 -3.363 2.146
C 2.688 2.829 0.277
C 1.732 2.358 2.887
C 3.799 0.751 1.870
C 2.030 -2.446 -2.438
C 3.270 -2.205 0.088
C 3.457 -0.066 -1.869
H -3.346 -1.340 -7.136
H -4.110 -3.172 -5.766
H -2.380 -1.262 3.076
H -1.308 -0.450 4.241
H -1.503 -2.238 4.298
H 1.495 -0.423 3.975
H 2.317 -1.660 2.978
H 1.315 -2.152 4.373
H -0.966 -3.581 1.475
H -0.259 -3.895 3.102
H 0.797 -3.713 1.660
H 3.521 3.332 0.786
H 1.851 3.523 0.133
H 2.999 2.474 -0.711
H 2.658 2.834 3.242
H 1.320 1.696 3.657
H 0.963 3.108 2.679
H 4.350 1.580 2.335
H 4.367 0.366 1.019
H 3.673 -0.056 2.599
H 3.031 -2.702 -2.826
H 1.407 -2.021 -3.234
H 1.518 -3.342 -2.060
H 4.084 -2.678 -0.477
H 2.640 -2.980 0.549
H 3.699 -1.586 0.886
H 4.165 -0.657 -2.467
H 4.012 0.526 -1.130
H 2.911 0.613 -2.543
C -2.003 -0.935 -2.950
C -1.186 -0.420 -3.984
C -1.623 0.682 -4.708
C -2.865 1.293 -4.418
C -3.731 0.690 -3.494
C -3.324 -0.455 -2.823
S -1.401 -2.020 -1.795
H -1.564 0.593 -0.781
H -0.196 -0.880 -4.123
H -1.001 1.056 -5.514
H -3.195 2.203 -4.941
H -4.730 1.115 -3.322
H -3.967 -0.951 -2.100
C -1.713 3.804 4.854
C -2.450 3.200 3.648
C -1.699 2.307 2.796
N -1.197 1.567 2.046
H -1.169 3.058 5.432
H -2.427 4.285 5.535
H -1.000 4.576 4.552
H -3.328 2.655 4.029
H -2.795 4.044 3.035